{"formula": "C36H36N6O5RhS2Te", "method": "ωB97M-V with the def2-TZVPD basis set", "gap_ev": [5.6, 5.6], "multiplicity": 2, "charge": -2, "lumo_ha": [0.151, 0.151], "energy_ha": -3273.1245, "de_lowest_kj_mol": 346.0, "symbols": ["N", "H", "C", "C", "H", "S", "H", "C", "H", "C", "N", "N", "H", "H", "H", "H", "H", "C", "C", "C", "C", "H", "H", "H", "C", "C", "S", "C", "H", "H", "C", "C", "H", "H", "O", "C", "O", "C", "H", "C", "N", "H", "H", "C", "C", "H", "C", "C", "C", "C", "H", "C", "C", "C", "H", "Rh", "C", "N", "H", "C", "C", "H", "C", "H", "O", "H", "N", "H", "H", "H", "C", "H", "O", "C", "C", "H", "C", "H", "H", "H", "C", "C", "Te", "H", "H", "O", "C"], "xyz": [[-2.073247, 2.255968, 0.682797], [0.868488, 1.327429, -4.341556], [2.888095, -3.567888, -2.600998], [-1.213517, -4.703573, 3.348122], [1.261281, 4.704296, 0.851364], [0.092068, 3.188718, -1.007731], [1.312703, -3.057315, 4.939611], [-4.409371, -1.112438, -0.807600], [-4.092945, -1.726752, -1.640512], [4.753538, -0.678680, -3.028621], [-2.027418, -0.922521, -3.216976], [-1.524404, 3.401751, 1.200914], [4.422686, -6.571526, -2.100246], [4.514585, 1.143416, -0.851478], [2.971749, -7.784855, -5.007416], [-6.047326, -2.372603, -0.264388], [4.476625, -7.063481, -5.566597], [3.434677, 1.256093, -4.511751], [-3.698461, 0.029982, -0.498475], [-0.453561, 3.784796, 0.533562], [4.005210, -4.524186, -0.505345], [6.616876, -1.482008, -2.334831], [4.687936, 1.598132, 0.867359], [1.009176, 1.184383, -2.570910], [-5.139007, 0.462202, 1.338836], [-5.872189, -0.674821, 1.044827], [0.980528, -0.816556, 2.811040], [4.178068, 0.937554, 0.166654], [2.304119, -1.837058, -4.850221], [-1.777256, -5.626452, 3.416991], [3.883528, -5.788711, -2.630048], [-2.309937, -0.298177, -2.290184], [2.532891, -5.100536, -5.628748], [3.881054, -3.523443, -0.098519], [2.356894, -1.044791, 2.471489], [5.446135, 0.142187, -3.914432], [-1.681143, -1.557053, 0.363669], [-1.487245, -3.799742, 2.329326], [-0.014445, -5.163444, 5.067936], [0.238782, -2.384575, 3.203554], [0.294112, 4.771098, 1.135527], [1.438413, -3.130806, -5.693194], [4.920992, 2.705557, -6.112532], [1.722188, -2.749279, -4.709884], [0.530445, -3.269710, 4.222341], [0.656587, -0.233309, -3.519215], [3.362918, -0.535370, -2.896043], [2.505090, -3.782101, -3.943182], [1.224225, 0.697909, -3.523997], [2.835648, -4.965855, -4.592729], [-6.722088, -0.945811, 1.658651], [3.872908, -7.261500, -4.677220], [3.570150, -4.605397, -1.951056], [-0.742703, -2.635330, 2.273839], [5.340019, -2.694717, -2.534376], [0.165101, 1.211058, 0.327007], [-4.023392, 0.841468, 0.590226], [1.841101, 0.481392, -0.447272], [6.523067, 0.023669, -4.003822], [3.531187, -5.985922, -3.951407], [5.547140, -1.670451, -2.221882], [-3.820165, 2.765344, 1.618674], [-3.292009, 2.046952, 0.987366], [3.415171, -5.207470, 0.111995], [2.250992, 1.951259, 1.199577], [4.436136, -7.938901, -4.033248], [0.035761, -0.533832, 1.504842], [6.100690, 1.415518, -6.366639], [2.910456, 2.020518, -5.077634], [0.176008, 4.766050, 2.139833], [-5.498443, -1.469687, -0.028777], [4.427760, -0.098836, 0.405719], [-2.640660, 0.453514, -1.301040], [2.680985, 1.133710, 0.299650], [2.698154, 0.451007, -3.642168], [6.336835, 2.580162, -5.066564], [5.581278, 2.001855, -5.604180], [-2.253263, -3.979254, 1.585789], [-5.413088, 1.080809, 2.185769], [5.054350, -4.816274, -0.404086], [-0.214450, -4.441618, 4.284821], [4.803872, 1.115963, -4.665475], [2.270310, -1.714892, -1.498747], [0.816971, -2.464935, -4.170257], [5.284361, -1.599426, -1.165060], [0.695438, 0.105555, 3.879391], [-0.857447, -1.519530, 1.269236]], "atomic_forces_ev_per_a": [[0.3, 0.2, 0.2], [0.0, 0.0, 0.0], [-0.1, 0.0, 0.0], [0.0, 0.0, 0.0], [0.0, 0.0, 0.0], [0.0, 0.1, 0.0], [0.0, 0.0, 0.0], [-0.1, 0.0, 0.0], [0.0, 0.0, 0.0], [0.0, 0.0, 0.0], [0.0, 0.0, 0.0], [0.0, 0.0, -0.1], [0.0, 0.0, 0.0], [0.0, 0.0, 0.0], [0.0, 0.0, 0.0], [0.0, 0.0, 0.0], [0.0, 0.0, 0.0], [0.0, 0.0, 0.0], [-0.1, 0.0, 0.1], [0.0, 0.0, 0.1], [0.0, 0.0, 0.0], [0.0, 0.0, 0.0], [0.0, 0.0, 0.0], [0.0, 0.0, 0.0], [0.0, 0.0, 0.0], [0.0, 0.0, 0.0], [-0.1, 0.0, 0.0], [0.0, 0.0, 0.0], [0.0, 0.0, 0.0], [0.0, 0.0, 0.0], [0.0, 0.0, 0.0], [0.1, 0.0, 0.0], [0.0, 0.0, 0.0], [0.0, 0.0, 0.0], [0.0, 0.0, 0.0], [0.0, 0.0, 0.0], [0.0, 0.0, 0.0], [0.0, 0.0, 0.0], [0.0, 0.0, 0.0], [0.0, 0.0, 0.0], [0.0, 0.0, 0.0], [0.0, 0.0, 0.0], [0.0, 0.0, 0.0], [0.0, 0.0, 0.0], [0.0, 0.0, 0.0], [0.0, 0.0, 0.0], [0.0, 0.1, 0.1], [0.0, 0.0, 0.0], [0.0, 0.0, 0.0], [0.0, 0.0, 0.0], [0.0, 0.0, 0.0], [0.0, 0.0, 0.0], [0.0, 0.0, 0.0], [0.0, 0.0, 0.0], [0.0, 0.0, 0.0], [-0.3, -0.5, -0.4], [0.0, -0.1, 0.0], [0.2, 0.3, 0.1], [0.0, 0.0, 0.0], [0.0, 0.0, 0.0], [0.0, 0.0, 0.0], [0.0, 0.0, 0.0], [0.0, -0.1, 0.1], [0.0, 0.0, 0.0], [0.0, 0.0, 0.0], [0.0, 0.0, 0.0], [-0.1, -0.1, 0.2], [0.0, 0.0, 0.0], [0.0, 0.0, 0.0], [0.0, 0.0, 0.0], [0.0, 0.0, 0.0], [0.0, 0.0, 0.0], [0.0, 0.0, -0.1], [0.0, 0.0, 0.1], [0.0, 0.0, 0.0], [0.0, 0.0, 0.0], [0.0, 0.0, 0.0], [0.0, 0.0, 0.0], [0.0, 0.0, 0.0], [0.0, 0.0, 0.0], [0.0, 0.0, 0.0], [0.0, 0.0, 0.0], [0.0, 0.0, 0.1], [0.0, 0.0, 0.0], [0.0, 0.0, 0.0], [0.0, 0.0, 0.0], [0.1, 0.0, -0.1]]}